Record 1
ORCA calculation (wB97M-V/def2-TZVPD) on an isolated molecule of C12H12ClNO in a non-equilibrium geometry.

As for the structure (SMILES): N[C@]1(c2ccccc2Cl)CCC=CC1=O. The value obtained for the energy above the lowest of the compared OMol25 structures with the same formula, charge and spin is 2.4 kJ/mol. Its HOMO energy is -0.33991 hartree. As for the spin multiplicity: 1.

Bonds (Å) are listed after each position.
Geometry (Å):
1 H -1.642 -0.970 -0.457  C7 1.101
2 C -0.131 0.634 -0.242  C7 1.538, C10 1.541, N13 1.484, C14 1.578
3 H 1.009 2.301 -0.541  N13 1.021
4 C -2.970 1.477 -0.236  C9 1.356, H17 1.081, C24 1.479
5 H -3.184 0.215 -1.913  C24 1.116
6 H -2.651 2.446 1.618  C9 1.084
7 C -1.216 -0.126 -1.023  H1 1.101, C2 1.538, H23 1.074, C24 1.543
8 H 3.501 -2.361 -0.804  C18 1.078
9 C -2.220 1.830 0.836  C4 1.356, H6 1.084, C14 1.451
10 C 0.896 -0.423 0.207  C2 1.541, C16 1.433, C27 1.399
11 Cl 2.126 -0.613 -2.343  C27 1.762
12 C 1.727 -1.884 2.029  C15 1.406, C16 1.402, H20 1.078
13 N 0.495 1.644 -1.130  C2 1.484, H3 1.021, H25 1.034
14 C -0.820 1.453 0.917  C2 1.578, C9 1.451, O19 1.234
15 C 2.707 -2.427 1.180  C12 1.406, C18 1.400, H26 1.082
16 C 0.835 -0.911 1.553  C10 1.433, C12 1.402, H21 1.079
17 H -4.019 1.738 -0.252  C4 1.081
18 C 2.752 -1.962 -0.140  H8 1.078, C15 1.400, C27 1.425
19 O -0.142 1.852 1.868  C14 1.234
20 H 1.650 -2.205 3.056  C12 1.078
21 H 0.096 -0.533 2.242  C16 1.079
22 H -2.011 1.569 -2.137  C24 1.111
23 H -0.775 -0.564 -1.900  C7 1.074
24 C -2.380 0.808 -1.416  C4 1.479, H5 1.116, C7 1.543, H22 1.111
25 H 1.119 1.194 -1.821  N13 1.034
26 H 3.442 -3.147 1.514  C15 1.082
27 C 1.805 -1.034 -0.663  C10 1.399, Cl11 1.762, C18 1.425

Mulliken charges, unit e, in atom order:
1 H 0.36
2 C 1.89
3 H 0.33
4 C -0.40
5 H 0.42
6 H 0.44
7 C -1.11
8 H 0.40
9 C -0.65
10 C -0.04
11 Cl -0.26
12 C -0.73
13 N -0.62
14 C 0.12
15 C -0.53
16 C -0.49
17 H 0.42
18 C -0.62
19 O -0.59
20 H 0.39
21 H 0.31
22 H 0.31
23 H 0.46
24 C -0.80
25 H 0.31
26 H 0.38
27 C 0.31


Record 2
ORCA calculation (wB97M-V/def2-TZVPD) on a cluster of 3 separate species, C2H11N3O2 in total in a non-equilibrium geometry.

As for the structure (SMILES): [H]/N=C(\N)NC.O.O. The value obtained for the energy above the lowest of the compared OMol25 structures with the same formula, charge and spin is 109.4 kJ/mol. Its HOMO energy is -0.32527 hartree. As for the spin multiplicity: 1.

Bonds (Å) are listed after each position.
Geometry (Å):
1 N 0.311 -0.034 1.254  H8 1.002, C15 1.458, C17 1.392
2 H -2.381 0.443 -1.899  O11 0.970
3 H -0.248 -0.602 -1.754  N12 1.023
4 H -0.089 -2.650 -0.549  N13 1.008
5 H -0.090 1.555 2.535  C15 1.090
6 H 0.126 2.032 0.854  C15 1.093
7 H -1.373 1.185 1.353  C15 1.086
8 H 1.210 -0.239 1.645  N1 1.002
9 H -3.212 1.350 -2.805  O11 0.963
10 H 0.515 -2.406 0.998  N13 1.012
11 O -3.238 0.894 -1.958  H2 0.970, H9 0.963
12 N -0.483 -0.048 -0.927  H3 1.023, C17 1.286
13 N -0.117 -2.078 0.280  H4 1.008, H10 1.012, C17 1.383
14 H 2.888 -0.126 -0.047  O16 0.963
15 C -0.301 1.265 1.505  N1 1.458, H5 1.090, H6 1.093, H7 1.086
16 O 3.602 0.506 0.085  H14 0.963, H18 0.963
17 C -0.067 -0.708 0.096  N1 1.392, N12 1.286, N13 1.383
18 H 4.301 -0.005 0.505  O16 0.963

Mulliken charges, unit e, in atom order:
1 N -0.30
2 H 0.38
3 H 0.23
4 H 0.23
5 H 0.33
6 H 0.30
7 H 0.27
8 H 0.30
9 H 0.31
10 H 0.23
11 O -0.65
12 N -0.73
13 N -0.43
14 H 0.29
15 C -0.86
16 O -0.63
17 C 0.42
18 H 0.32


Record 3
ORCA calculation (wB97M-V/def2-TZVPD) on a cluster of 2 separate species, C2H6Se in total in a non-equilibrium geometry.

The value obtained for the energy above the lowest of the compared OMol25 structures with the same formula, charge and spin is 399.8 kJ/mol. Its HOMO energy (alpha / beta) is -0.26602 / -0.33804 hartree. As for the spin multiplicity: 1.

Bonds (Å) are listed after each position.
Geometry (Å):
1 H 0.266 0.544 1.182  C7 1.073
2 C 0.536 0.016 -1.250  Se4 1.788, H5 1.135, H8 1.123
3 H 0.178 -0.804 2.359  C7 1.044
4 Se 0.286 -1.421 -0.217  C2 1.788, C7 2.015
5 H 0.935 -0.076 -2.309  C2 1.135
6 H -1.262 -0.217 1.653  C7 1.128
7 C -0.165 -0.398 1.460  H1 1.073, H3 1.044, Se4 2.015, H6 1.128
8 H 0.453 1.020 -0.753  C2 1.123
9 H -1.226 1.336 -2.125  no bonds

Mulliken charges, unit e, in atom order:
1 H 0.20
2 C -0.76
3 H 0.35
4 Se 0.17
5 H 0.30
6 H 0.29
7 C -0.85
8 H 0.33
9 H -0.01